A | Formula: C2H5N3OS2
Source: the OMol25 dataset
Level of theory: wB97M-V/def2-TZVPD

The geometry in XYZ format:
```
13
Properties=species:S:1:pos:R:3:nbo_charge:R:1
C 1.113 0.938 -0.095 0.602
C -0.086 -0.029 -0.062 -0.019
H 2.464 -1.092 1.254 0.354
H 2.658 -1.500 -0.292 0.370
H 3.068 1.161 -0.106 0.394
H -1.042 1.660 0.238 0.435
H -2.775 -0.660 -0.853 0.133
N 2.942 -0.847 0.436 -0.612
N 2.396 0.442 0.014 -0.456
N -1.217 0.678 0.080 -0.704
O 0.932 2.123 -0.295 -0.604
S -0.137 -1.649 -0.274 -0.125
S -2.791 0.154 0.234 0.234
```

LUMO	-0.014	hartree
SMILES	NNC(=O)C(=S)NS
orbital gap	8.4819	eV
charge	0

***

B | Formula: C2H5N3OS2
Source: the OMol25 dataset
Level of theory: wB97M-V/def2-TZVPD

The geometry in XYZ format:
```
13
Properties=species:S:1:pos:R:3:nbo_charge:R:1
C -0.545 2.180 -0.074 0.001
C -0.393 -0.495 0.070 0.533
H -0.633 0.679 -2.050 0.390
H -2.011 1.798 -2.652 0.370
H -0.255 2.662 0.809 0.206
H -0.933 -2.219 1.228 0.406
H 1.454 -1.724 2.633 0.113
N -0.920 1.746 -2.212 -0.661
N -1.297 2.513 -1.058 -0.196
N -0.083 -1.717 0.968 -0.843
O -1.539 -0.352 -0.342 -0.591
S 0.870 0.779 -0.211 0.060
S 1.406 -2.422 1.393 0.212
```

LUMO	0.017	hartree
SMILES	N/N=C\SC(=O)NS
orbital gap	10.0277	eV
charge	0

***

C | Formula: C2H5N3OS2
Source: the OMol25 dataset
Level of theory: wB97M-V/def2-TZVPD

The geometry in XYZ format:
```
13
Properties=species:S:1:pos:R:3:nbo_charge:R:1
C 0.929 -0.053 0.170 -0.141
C -2.117 -1.457 0.469 0.542
H 0.760 1.616 -1.963 0.373
H 1.547 2.305 -0.631 0.350
H 2.861 0.127 -0.404 0.409
H -1.605 -0.003 1.838 0.438
H -2.191 -1.633 -0.589 0.138
N 1.690 1.538 -1.354 -0.641
N 1.855 0.352 -0.639 -0.435
N -1.572 -0.148 0.767 -0.834
O -2.571 -2.101 1.415 -0.561
S 1.032 -1.197 1.264 -0.070
S -0.619 0.656 -0.344 0.434
```

LUMO	0.010	hartree
SMILES	NNC(=S)SNC=O
orbital gap	9.1583	eV
charge	0

***

Most stable to least stable: A, C, B